Record 1
Entry from the Open Molecules 2025 dataset: C25H54BBrF3N2O8S as an isolated structure (ωB97M-V/def2-TZVPD).

Element x y z (Å)
C1 5.217 0.402 -3.360
C2 4.685 1.274 -4.496
C3 4.768 2.771 -4.131
C4 3.501 3.553 -4.483
C5 2.284 3.009 -3.727
C6 1.208 4.069 -3.426
C7 -0.165 3.867 -4.056
Br1 -1.270 5.307 -3.098
O1 -0.262 4.134 -5.369
B1 -0.365 2.777 -6.013
C8 -0.565 2.671 -7.612
C9 0.323 1.623 -8.281
C10 1.816 1.942 -8.252
O2 2.069 3.343 -8.391
O3 -1.288 2.011 -5.122
C11 -0.953 2.458 -3.863
S1 -2.620 2.838 -3.031
C12 -0.264 1.440 -2.974
O4 -1.148 0.334 -2.698
C13 -0.713 -0.565 -1.820
F1 -1.223 -1.785 -2.128
F2 -1.116 -0.293 -0.544
F3 0.635 -0.700 -1.760
H1 6.201 0.770 -3.070
H2 5.325 -0.642 -3.647
H3 4.572 0.440 -2.484
H4 3.666 0.993 -4.741
H5 5.321 1.078 -5.358
H6 5.616 3.201 -4.665
H7 4.988 2.865 -3.066
H8 3.352 3.447 -5.558
H9 3.646 4.596 -4.208
H10 1.886 2.164 -4.266
H11 2.648 2.619 -2.771
H12 1.565 5.013 -3.835
H13 1.110 4.237 -2.359
H14 0.752 2.243 -5.790
H15 -1.601 2.384 -7.827
H16 -0.429 3.643 -8.084
H17 0.204 0.659 -7.788
H18 0.034 1.544 -9.333
H19 2.365 1.369 -9.002
H20 2.204 1.637 -7.279
H21 2.798 3.455 -8.993
H22 -3.167 1.621 -3.235
H23 0.040 1.926 -2.050
H24 0.588 1.039 -3.513
C14 0.556 -3.456 1.142
O5 -0.196 -2.817 2.157
C15 -1.423 -2.251 1.689
C16 -2.597 -2.988 2.293
N1 -2.704 -4.343 1.767
C17 -3.673 -5.173 2.470
C18 -3.403 -5.486 3.939
O6 -2.263 -6.295 4.164
C19 -1.039 -5.591 4.285
H25 1.512 -3.744 1.578
H26 0.056 -4.360 0.775
H27 0.741 -2.784 0.300
H28 -1.466 -2.250 0.606
H29 -1.455 -1.213 2.029
H30 -3.517 -2.440 2.068
H31 -2.456 -2.985 3.383
H32 -1.796 -4.784 1.827
H33 -3.734 -6.123 1.933
H34 -4.658 -4.703 2.393
H35 -4.255 -6.062 4.311
H36 -3.349 -4.579 4.552
H37 -1.183 -4.597 4.720
H38 -0.532 -5.492 3.321
H39 -0.390 -6.170 4.943
C20 0.483 -1.889 5.179
O7 -0.849 -1.879 5.670
C21 -0.963 -2.074 7.071
C22 -1.479 -0.822 7.743
N2 -0.482 0.239 7.709
C23 -0.976 1.542 8.142
C24 -2.047 2.216 7.291
O8 -1.602 2.609 6.009
C25 -1.696 1.622 4.995
H40 0.427 -1.845 4.094
H41 1.052 -1.024 5.540
H42 0.999 -2.810 5.468
H43 -0.009 -2.387 7.506
H44 -1.686 -2.881 7.231
H45 -1.723 -1.046 8.785
H46 -2.409 -0.535 7.231
H47 -0.131 0.326 6.764
H48 -0.116 2.216 8.179
H49 -1.350 1.449 9.167
H50 -2.331 3.141 7.802
H51 -2.960 1.612 7.213
H52 -2.541 0.949 5.162
H53 -0.776 1.037 4.914
H54 -1.845 2.138 4.047

The calculation puts the orbital gap at 6.94 eV. The calculation puts the energy above the lowest of the compared OMol25 structures with the same formula, charge and spin at 0.00 kcal per mole. As for the total charge: -1. The max |F| comes out at 2.256 eV Å⁻¹.



Record 2
Entry from the Open Molecules 2025 dataset: a 3-piece molecular cluster, C25H54BN2O3 overall (ωB97M-V/def2-TZVPD).

Element x y z (Å)
C1 -3.026 -1.759 8.955
C2 -1.833 -1.593 8.410
C3 -0.317 -1.267 7.957
C4 -0.297 0.128 7.112
C5 0.242 -0.174 5.618
C6 -0.945 -0.128 4.476
C7 -1.450 -1.645 4.205
N1 -2.383 -1.704 3.027
C8 -2.618 -0.362 2.407
C9 -1.199 0.361 1.998
C10 -0.379 -0.440 0.860
C11 -1.086 -0.482 -0.592
C12 -0.616 -1.716 -1.536
C13 -0.528 -1.177 -3.060
C14 1.044 -1.186 -3.505
C15 1.382 -0.029 -4.623
C16 2.397 -0.577 -5.773
C17 3.517 0.521 -6.184
C18 4.962 0.270 -5.450
C19 6.183 0.214 -6.528
B1 -1.549 1.917 1.636
O1 -1.486 2.530 0.327
C20 -2.072 2.900 2.866
C21 -0.855 3.921 3.222
N2 -0.277 0.403 3.228
H1 -3.948 -2.007 9.612
H2 0.408 -1.175 8.843
H3 0.042 -2.143 7.287
H4 0.431 0.861 7.617
H5 -1.337 0.637 7.048
H6 1.019 0.652 5.339
H7 0.795 -1.177 5.493
H8 -1.759 0.559 4.904
H9 -0.489 -2.253 3.926
H10 -1.872 -2.167 5.151
H11 -3.254 -2.142 3.368
H12 -3.161 -0.552 1.394
H13 -3.278 0.351 3.023
H14 0.720 -0.061 0.769
H15 -0.285 -1.550 1.213
H16 -2.250 -0.397 -0.550
H17 -0.744 0.489 -1.147
H18 -1.318 -2.635 -1.413
H19 0.454 -2.007 -1.167
H20 -1.165 -1.844 -3.777
H21 -0.904 -0.102 -3.218
H22 1.743 -0.939 -2.602
H23 1.341 -2.229 -3.893
H24 1.917 0.838 -4.062
H25 0.418 0.417 -5.076
H26 2.874 -1.553 -5.390
H27 1.755 -0.857 -6.703
H28 3.673 0.486 -7.339
H29 3.198 1.603 -5.888
H30 5.234 1.123 -4.709
H31 4.859 -0.746 -4.882
H32 7.089 -0.396 -6.132
H33 5.843 -0.255 -7.529
H34 6.495 1.316 -6.755
H35 -0.884 3.311 0.302
H36 -2.449 2.310 3.778
H37 -2.957 3.515 2.461
H38 -0.321 3.669 4.229
H39 -0.042 3.819 2.389
H40 -1.255 4.999 3.206
H41 0.516 -0.261 3.037
H42 0.160 1.330 3.375
C22 -5.581 -1.872 -3.490
C23 -4.076 -1.889 -3.668
O2 -3.748 -2.164 -5.023
H43 -6.013 -2.833 -3.782
H44 -5.849 -1.666 -2.450
H45 -6.038 -1.110 -4.129
H46 -3.626 -2.666 -3.045
H47 -3.638 -0.925 -3.390
H48 -4.143 -1.467 -5.567
C24 2.341 1.623 -0.766
C25 3.847 1.602 -0.947
O3 4.172 1.319 -2.300
H49 1.906 0.661 -1.052
H50 2.076 1.835 0.274
H51 1.885 2.383 -1.407
H52 4.296 0.827 -0.321
H53 4.287 2.565 -0.673
H54 3.777 2.014 -2.847

The calculation puts the orbital gap at 8.85 eV. As for the total charge: +1. The max |F| comes out at 6.864 eV Å⁻¹.



Record 3
Entry from the Open Molecules 2025 dataset: a 6-piece molecular cluster, C25H54BrF2N2O6 overall (ωB97M-V/def2-TZVPD).

Element x y z (Å)
C1 1.241 -2.799 2.418
C2 1.840 -2.896 1.022
F1 2.539 -1.765 0.692
N1 0.881 -3.193 -0.071
C3 1.092 -4.342 -0.766
C4 0.329 -4.737 -1.816
C5 0.627 -6.010 -2.593
C6 1.718 -5.661 -3.693
O1 2.708 -6.651 -3.811
C7 1.105 -5.259 -5.039
N2 2.152 -4.700 -5.916
C8 -0.743 -3.904 -2.197
F2 -1.500 -4.266 -3.201
C9 -0.972 -2.729 -1.499
C10 -0.141 -2.412 -0.455
Br1 -0.493 -0.755 0.408
H1 0.625 -3.663 2.699
H2 0.667 -1.889 2.605
H3 2.091 -2.775 3.117
H4 2.583 -3.704 1.044
H5 1.928 -4.973 -0.467
H6 1.045 -6.767 -1.919
H7 -0.260 -6.373 -3.123
H8 2.224 -4.749 -3.309
H9 3.421 -6.450 -3.194
H10 0.710 -6.174 -5.504
H11 0.324 -4.493 -4.920
H12 2.085 -3.686 -5.938
H13 1.969 -4.977 -6.876
H14 -1.788 -2.075 -1.799
C11 -4.507 -0.053 2.344
C12 -3.948 0.626 3.585
C13 -3.146 1.865 3.224
O2 -3.117 -0.295 4.299
H15 -3.698 -0.379 1.683
H16 -5.073 -0.945 2.618
H17 -5.163 0.619 1.788
H18 -4.766 0.900 4.252
H19 -2.290 1.605 2.590
H20 -2.744 2.335 4.122
H21 -3.762 2.593 2.694
H22 -2.391 -0.544 3.718
C14 -5.548 4.216 -1.138
C15 -4.986 4.893 0.104
C16 -4.188 6.135 -0.255
O3 -4.149 3.974 0.813
H23 -4.740 3.897 -1.803
H24 -6.111 3.320 -0.866
H25 -6.207 4.887 -1.690
H26 -5.803 5.162 0.775
H27 -3.335 5.878 -0.892
H28 -3.784 6.603 0.639
H29 -4.806 6.864 -0.781
H30 -3.423 3.728 0.230
C17 1.118 4.561 6.240
C18 0.177 3.911 5.238
C19 0.739 2.594 4.724
O4 -0.043 4.798 4.142
H31 2.083 4.784 5.775
H32 0.707 5.507 6.592
H33 1.290 3.913 7.101
H34 -0.793 3.737 5.707
H35 1.691 2.751 4.210
H36 0.056 2.144 4.000
H37 0.898 1.887 5.541
H38 0.807 4.961 3.719
C20 -0.418 8.922 1.591
C21 -1.190 9.018 0.283
C22 -1.139 10.428 -0.286
O5 -2.548 8.636 0.499
H39 -0.850 9.587 2.344
H40 -0.470 7.909 1.993
H41 0.631 9.190 1.452
H42 -0.774 8.315 -0.441
H43 -1.594 11.141 0.407
H44 -1.703 10.484 -1.218
H45 -0.112 10.739 -0.481
H46 -2.930 9.248 1.138
C23 6.313 -9.828 -4.086
C24 5.811 -8.413 -3.851
C25 6.632 -7.398 -4.632
O6 5.871 -8.103 -2.453
H47 7.350 -9.931 -3.753
H48 5.721 -10.544 -3.513
H49 6.258 -10.097 -5.142
H50 4.763 -8.342 -4.146
H51 7.679 -7.423 -4.317
H52 6.267 -6.386 -4.448
H53 6.587 -7.595 -5.704
H54 6.792 -8.162 -2.177

The calculation puts the orbital gap at 6.99 eV. As for the total charge: +1. The max |F| comes out at 1.803 eV Å⁻¹.



Record 4
Entry from the Open Molecules 2025 dataset: C25H54N4O29 as an isolated structure (ωB97M-V/def2-TZVPD).

Element x y z (Å)
C1 -1.291 -5.403 -2.039
N1 -0.059 -4.831 -1.439
O1 0.936 -5.599 -1.529
O2 -0.144 -3.762 -0.840
H1 -2.142 -4.748 -1.854
H2 -1.534 -6.446 -1.834
H3 -1.169 -5.358 -3.121
C2 1.409 -3.622 0.663
N2 2.176 -3.820 1.927
O3 2.495 -2.878 2.566
O4 2.269 -4.913 2.440
H4 0.342 -3.635 0.884
H5 1.499 -4.345 -0.148
H6 1.683 -2.680 0.188
C3 2.269 1.485 0.545
N3 3.587 1.946 0.978
O5 3.845 3.131 0.683
O6 4.296 1.144 1.581
H7 1.629 1.607 1.419
H8 2.204 0.442 0.233
H9 1.991 2.101 -0.310
C4 0.239 5.755 2.502
N4 -0.918 5.019 1.861
O7 -2.039 5.434 1.747
O8 -0.625 3.973 1.273
H10 0.873 5.867 1.623
H11 0.714 5.168 3.289
H12 -0.214 6.723 2.714
C5 0.662 -0.793 2.265
O9 0.700 -1.702 3.366
C6 0.874 -1.274 4.660
O10 1.214 -0.154 4.972
O11 0.814 -2.328 5.533
C7 1.054 -2.156 6.884
H13 1.678 -0.486 2.014
H14 0.208 0.194 2.351
H15 0.305 -1.194 1.316
H16 0.453 -1.315 7.230
H17 2.111 -1.909 6.982
H18 0.921 -3.082 7.443
C8 -0.653 5.433 -0.644
O12 0.121 4.963 -1.784
C9 1.059 4.073 -1.655
O13 1.156 3.419 -0.597
O14 1.791 4.108 -2.757
C10 2.943 3.200 -2.768
H19 -0.014 5.489 0.237
H20 -1.348 4.677 -0.277
H21 -1.015 6.446 -0.818
H22 3.506 3.028 -3.685
H23 2.677 2.145 -2.697
H24 3.605 3.433 -1.934
C11 -3.079 4.057 -1.164
O15 -2.537 3.875 0.075
C12 -3.226 3.349 1.119
O16 -4.438 3.144 1.166
O17 -2.269 3.069 2.063
C13 -2.622 2.530 3.366
H25 -2.461 4.804 -1.661
H26 -4.124 4.359 -1.094
H27 -2.992 3.099 -1.676
H28 -1.812 1.857 3.645
H29 -3.654 2.179 3.383
H30 -2.554 3.418 3.995
C14 -3.930 -0.148 1.334
O18 -3.191 0.025 2.567
C15 -2.151 -0.877 2.890
O19 -1.462 -0.732 3.895
O20 -2.190 -2.065 2.152
C16 -1.466 -3.259 2.482
H31 -4.239 0.845 1.008
H32 -4.810 -0.778 1.462
H33 -3.288 -0.548 0.548
H34 -1.424 -3.332 3.569
H35 -0.483 -3.261 2.011
H36 -1.976 -4.086 1.989
C17 -0.281 2.276 0.415
O21 -1.198 1.277 -0.132
C18 -0.726 -0.017 -0.142
O22 0.452 -0.296 -0.027
O23 -1.690 -0.883 -0.355
C19 -1.293 -2.203 -0.432
H37 -0.808 3.028 1.002
H38 -0.002 2.717 -0.543
H39 0.579 2.037 1.040
H40 -0.799 -2.735 0.382
H41 -0.783 -2.463 -1.359
H42 -2.205 -2.783 -0.569
C20 1.523 -3.342 -2.896
O24 0.573 -4.077 -3.576
C21 -0.163 -3.581 -4.622
O25 -0.080 -2.384 -5.079
O26 -1.216 -4.430 -4.719
C22 -2.272 -4.113 -5.562
H43 2.334 -4.032 -2.665
H44 0.977 -3.009 -2.014
H45 1.996 -2.587 -3.525
H46 -1.880 -3.838 -6.541
H47 -2.798 -3.233 -5.192
H48 -3.009 -4.914 -5.620
C23 4.523 0.389 -4.400
O27 3.154 -0.090 -4.331
C24 2.458 0.034 -3.098
O28 2.978 0.539 -2.126
O29 1.239 -0.477 -3.198
C25 0.370 -0.482 -2.103
H49 5.109 0.300 -3.485
H50 4.522 1.435 -4.706
H51 5.206 -0.070 -5.116
H52 0.901 -0.977 -1.291
H53 -0.533 -1.046 -2.335
H54 0.076 0.535 -1.840

The calculation puts the orbital gap at 6.52 eV. The calculation puts the energy above the lowest of the compared OMol25 structures with the same formula, charge and spin at 621.95 kcal per mole. The max |F| comes out at 16.220 eV Å⁻¹.



Record 5
Entry from the Open Molecules 2025 dataset: C25H55FI2InN6O3P2 as an isolated structure (ωB97M-V/def2-TZVPD).

Element x y z (Å)
C1 -3.172 -0.734 -1.595
C2 -3.494 -0.201 -2.985
C3 -4.800 -0.338 -3.448
C4 -5.080 0.113 -4.727
C5 -4.110 0.699 -5.527
C6 -2.818 0.822 -5.041
C7 -2.478 0.371 -3.755
C8 -1.035 0.515 -3.328
In1 -0.595 2.270 -2.001
O1 0.855 3.411 -3.019
C9 -2.324 3.633 -1.641
C10 -3.707 2.979 -1.647
F1 -3.911 2.137 -0.543
C11 0.450 1.496 -0.150
I1 0.369 -0.677 0.060
C12 -0.039 2.093 1.196
C13 -1.452 1.571 1.665
I2 0.129 4.256 1.249
H1 -2.882 -1.798 -1.683
H2 -2.313 -0.227 -1.148
H3 -4.052 -0.714 -0.939
H4 -5.571 -0.799 -2.834
H5 -6.092 0.001 -5.126
H6 -4.356 1.026 -6.537
H7 -2.042 1.254 -5.677
H8 -0.726 -0.429 -2.848
H9 -0.433 0.570 -4.250
H10 0.339 3.934 -3.645
H11 -2.339 4.395 -2.443
H12 -2.254 4.212 -0.708
H13 -4.461 3.783 -1.536
H14 -3.940 2.485 -2.599
H15 1.521 1.734 -0.233
H16 0.658 1.737 1.969
H17 -1.968 1.069 0.839
H18 -2.049 2.345 2.158
H19 -1.282 0.796 2.429
O2 -1.132 0.643 5.532
P1 -1.458 0.442 6.992
N1 -0.289 -0.796 7.292
C14 -0.437 -2.191 7.630
C15 1.100 -0.375 7.256
N2 -3.058 -0.130 6.762
C16 -3.609 -1.339 7.339
C17 -3.632 0.048 5.427
N3 -1.826 0.625 8.713
C18 -1.914 2.077 9.011
C19 -1.177 -0.035 9.831
H20 0.106 -2.425 8.558
H21 -0.036 -2.840 6.843
H22 -1.464 -2.491 7.811
H23 1.355 0.239 8.136
H24 1.306 0.220 6.362
H25 1.782 -1.225 7.237
H26 -3.255 -2.235 6.814
H27 -4.700 -1.334 7.264
H28 -3.395 -1.431 8.404
H29 -3.228 -0.682 4.715
H30 -3.433 1.044 5.043
H31 -4.718 -0.067 5.454
H32 -0.932 2.558 8.955
H33 -2.338 2.261 9.999
H34 -2.575 2.566 8.288
H35 -0.089 0.087 9.849
H36 -1.428 -1.095 9.862
H37 -1.564 0.364 10.771
O3 2.620 -1.880 -6.730
P2 3.503 -1.369 -5.613
N4 4.930 -1.158 -6.574
C20 6.206 -1.825 -6.547
C21 4.879 -0.088 -7.554
N5 3.461 -2.795 -4.659
C22 4.620 -3.481 -4.130
C23 2.455 -3.794 -5.012
N6 4.210 -0.534 -4.234
C24 3.181 0.387 -3.674
C25 5.500 0.125 -4.167
H38 7.024 -1.097 -6.429
H39 6.392 -2.378 -7.477
H40 6.318 -2.524 -5.723
H41 4.921 0.900 -7.069
H42 3.956 -0.137 -8.139
H43 5.708 -0.145 -8.261
H44 5.136 -4.062 -4.905
H45 4.323 -4.185 -3.347
H46 5.326 -2.802 -3.651
H47 2.746 -4.358 -5.909
H48 1.490 -3.331 -5.198
H49 2.310 -4.504 -4.195
H50 2.985 1.226 -4.346
H51 3.476 0.780 -2.701
H52 2.239 -0.151 -3.520
H53 5.658 0.874 -4.950
H54 6.316 -0.599 -4.181
H55 5.603 0.635 -3.207

The calculation puts the orbital gap at 6.03 eV. As for the total charge: -1. The max |F| comes out at 7.293 eV Å⁻¹.



The records above give, respectively, HOMO values of -4.807; -11.849; -11.454; -7.639; -4.633 eV.
The records above give, respectively, electronic energy values of -4993.05127; -1344.50712; -4319.37222; -3384.64040; -3107.80611 a.u..